Model i:
Computed, not measured: one molecule with the formula C6H8N2, with ωB97M-V/def2-TZVPD.

The HOMO energy comes out at -11.8 eV. As for the SMILES: CCC(C)(C#N)C#N. As for the HOMO-LUMO gap: 0.4582 Eh.

ORCA input file:
```
! wB97M-V def2-TZVPD RIJCOSX def2/J DEFGRID3
* xyz 0 1
C -1.510 -1.255 -0.262
C -1.671 1.204 -0.203
C 0.376 -0.099 -1.838
C -1.112 -0.096 1.887
C 0.377 0.285 -0.294
C -1.006 0.006 0.271
N -1.987 -2.238 -0.648
N -2.061 2.174 -0.698
H 0.382 -1.332 -1.987
H 1.181 0.377 -2.316
H -0.575 0.159 -2.338
H -1.401 -1.114 2.198
H -1.855 0.624 2.201
H -0.143 0.086 2.363
H 0.607 1.244 -0.102
H 1.108 -0.328 0.139
*
```

Model ii:
Computed, not measured: one molecule with the formula C6H8N2, with ωB97M-V/def2-TZVPD.

The HOMO energy comes out at -9.1 eV. As for the SMILES: N#C[C@]12CCN[C@@H]1C2. As for the HOMO-LUMO gap: 0.3610 Eh.

ORCA input file:
```
! wB97M-V def2-TZVPD RIJCOSX def2/J DEFGRID3
* xyz 0 1
C -0.775 0.800 -1.084
C -0.375 0.618 0.234
C 1.200 0.872 0.309
C 1.781 -0.573 0.059
C -0.299 -0.694 0.898
C -1.535 0.060 1.030
H 1.378 1.581 -0.514
H 1.461 1.248 1.275
H 2.469 -0.901 0.855
H 2.311 -0.565 -0.906
H 0.905 -2.449 0.493
H 0.170 -0.685 1.954
H -1.682 0.194 2.135
H -2.494 -0.101 0.509
N -1.251 0.830 -2.153
N 0.608 -1.519 0.084
*
```

Most stable structure - model i; separation to the second - 2.900 eV.

Model i:
Computed, not measured: C6H8N2 as an isolated structure, with ωB97M-V/def2-TZVPD.

The HOMO energy comes out at -7.8 eV. As for the HOMO-LUMO gap: 0.3160 Eh.

ORCA input file:
```
! wB97M-V def2-TZVPD RIJCOSX def2/J DEFGRID3
* xyz 0 1
C 0.255 0.160 1.172
C -2.413 1.011 -0.428
C 2.351 -1.077 -0.222
N -0.038 -1.268 0.866
C -1.271 0.177 0.019
C 0.994 -0.571 0.046
C 0.212 0.576 -0.383
N -1.323 -1.119 0.217
H 0.666 0.631 2.045
H 0.611 1.512 -0.743
H -3.307 0.757 0.140
H -2.185 2.074 -0.337
H -2.605 0.800 -1.486
H 3.059 -0.260 -0.363
H 2.667 -1.727 0.595
H 2.327 -1.676 -1.137
*
```

Model ii:
Computed, not measured: one molecule with the formula C6H8N2, with ωB97M-V/def2-TZVPD.

The HOMO energy comes out at -8.8 eV. As for the SMILES: CC1=N[C@]1(C)C=C=N. As for the HOMO-LUMO gap: 0.3521 Eh.

ORCA input file:
```
! wB97M-V def2-TZVPD RIJCOSX def2/J DEFGRID3
* xyz 0 1
C -1.370 -1.592 -0.056
C 2.124 -0.162 -0.328
C -0.193 -0.953 0.463
C -0.845 1.778 -0.225
C 0.759 0.063 0.256
C 0.273 1.444 0.341
N 0.490 -0.762 1.508
N -1.872 2.029 -0.732
H -2.655 1.902 -0.079
H 0.867 2.187 0.858
H -2.260 -1.126 0.377
H -1.406 -1.484 -1.143
H -1.365 -2.652 0.206
H 2.599 0.778 -0.629
H 2.790 -0.645 0.396
H 2.062 -0.804 -1.213
*
```

Most stable structure - model ii; separation to the second - 2.849 eV.

Model i:
Computed, not measured: one molecule with the formula C3H7N3OS, with ωB97M-V/def2-TZVPD.

The HOMO energy comes out at -8.6 eV. As for the SMILES: [H]/N=C/N(C)O/C=N/S. As for the HOMO-LUMO gap: 0.3435 Eh.

ORCA input file:
```
! wB97M-V def2-TZVPD RIJCOSX def2/J DEFGRID3
* xyz 0 1
C -0.995 1.185 -1.063
C 1.214 0.616 0.933
C -1.366 -0.783 0.373
H -0.694 2.242 -0.852
H -2.043 1.158 -1.499
H -0.169 0.745 -1.645
H 1.806 0.980 1.818
H 3.068 -1.437 -1.331
H -1.741 -1.233 -0.657
H -1.450 -2.469 1.171
N -1.030 0.523 0.255
N 1.551 -0.170 -0.024
N -1.123 -1.470 1.410
O -0.072 0.993 1.117
S 3.044 -0.880 -0.006
*
```

Model ii:
Computed, not measured: a 2-piece molecular cluster, C3H7N3OS overall, with ωB97M-V/def2-TZVPD.

The HOMO energy comes out at -9.0 eV. As for the HOMO-LUMO gap: 0.3025 Eh.

ORCA input file:
```
! wB97M-V def2-TZVPD RIJCOSX def2/J DEFGRID3
* xyz 0 1
C -1.312 1.088 -0.989
C -0.265 1.135 0.156
C 1.213 -0.239 1.643
H -1.071 0.062 -2.933
H -2.348 -0.518 -2.051
H -2.409 1.201 -0.463
H -0.971 2.145 -1.481
H 0.323 -0.575 -0.527
H 0.825 0.534 2.565
H 2.529 -3.409 2.196
N -1.289 -0.151 -1.914
N 0.606 0.066 0.298
N 1.997 -1.162 1.900
O -0.220 2.135 0.962
S 2.391 -2.311 0.639
*
```

Model iii:
Computed, not measured: one molecule with the formula C3H7N3OS, with ωB97M-V/def2-TZVPD.

The HOMO energy (alpha / beta) comes out at -9.3 / -9.3 eV. As for the HOMO-LUMO gap (alpha / beta): 0.3052 / 0.3052 Eh.

ORCA input file:
```
! wB97M-V def2-TZVPD RIJCOSX def2/J DEFGRID3
* xyz 0 1
C 1.034 0.343 -0.045
C -3.934 -0.015 -0.022
C 3.502 -0.089 0.026
N -0.228 -0.287 -0.002
N -2.644 -0.595 -0.129
N 2.116 -0.509 0.060
O 1.197 1.539 -0.098
S -1.535 0.507 -0.052
H -4.424 -0.794 0.647
H -4.011 1.081 0.458
H -4.517 0.109 -1.062
H 4.081 -0.387 -0.797
H 3.445 1.040 -0.136
H 4.141 -0.502 0.814
H 1.777 -1.439 0.335
*
```

Most stable structure - model iii; separation to the second - 1.221 eV.

Model i:
Computed, not measured: a 2-piece molecular cluster, C5H14O overall, with ωB97M-V/def2-TZVPD.

The HOMO energy comes out at -10.2 eV. As for the SMILES: CC(C)O.CC. As for the HOMO-LUMO gap: 0.4125 Eh.

ORCA input file:
```
! wB97M-V def2-TZVPD RIJCOSX def2/J DEFGRID3
* xyz 0 1
C 0.902 1.220 -0.474
C 0.070 -0.033 -0.610
C 1.885 1.370 -1.655
O 0.031 2.359 -0.452
H 1.368 1.234 0.532
H -0.225 -0.255 -1.650
H 2.079 0.381 -2.087
H 1.528 1.972 -2.478
H 2.844 1.761 -1.321
H 0.578 3.111 -0.629
H -0.937 0.182 -0.217
H 0.428 -0.969 -0.230
C -1.638 -2.773 1.042
C -1.150 -1.830 2.081
H -2.326 -3.580 1.314
H -2.215 -2.164 0.312
H -0.938 -3.401 0.467
H -1.521 -2.082 3.076
H -0.058 -1.925 2.239
H -1.231 -0.783 1.793
*
```

Model ii:
Computed, not measured: a 2-piece molecular cluster, C5H14O overall, with ωB97M-V/def2-TZVPD.

The HOMO energy comes out at -10.0 eV. As for the SMILES: CC(C)O.CC. As for the HOMO-LUMO gap: 0.3955 Eh.

ORCA input file:
```
! wB97M-V def2-TZVPD RIJCOSX def2/J DEFGRID3
* xyz 0 1
C 0.096 -1.544 -0.914
C 0.527 -0.571 -2.084
C -0.941 -2.483 -1.307
O 1.216 -2.269 -0.291
H -0.063 -0.791 -0.051
H 0.035 0.458 -1.859
H -1.091 -3.342 -0.598
H -1.882 -1.907 -1.493
H -0.678 -3.079 -2.329
H 1.413 -1.809 0.613
H 0.364 -1.115 -3.010
H 1.689 -0.492 -1.930
C 0.193 1.805 2.423
C -0.435 2.862 1.517
H -0.162 2.017 3.381
H 0.026 0.733 2.216
H 1.346 1.928 2.320
H -1.353 3.307 1.666
H -0.581 2.597 0.463
H 0.281 3.697 1.266
*
```

Most stable structure - model i; separation to the second - 1.186 eV.

Model i:
Computed, not measured: C5H14O as an isolated structure, with ωB97M-V/def2-TZVPD.

The HOMO energy comes out at -10.3 eV. As for the HOMO-LUMO gap: 0.4021 Eh.

ORCA input file:
```
! wB97M-V def2-TZVPD RIJCOSX def2/J DEFGRID3
* xyz 0 1
C -2.668 -0.840 0.241
C -1.167 -0.193 0.518
C -0.183 -0.646 -0.601
C 1.341 -0.558 -0.422
C 2.186 -1.108 -1.538
H 0.759 4.440 2.686
H 0.666 3.324 1.575
H -3.385 0.465 -0.172
H -2.522 -1.909 -0.703
H -3.208 -1.413 1.524
H -0.645 -0.624 1.543
H -1.384 0.961 0.452
H -0.397 -1.801 -0.601
H -0.519 -0.380 -1.596
H 1.747 -1.034 0.482
H 1.552 0.548 -0.020
H 1.723 -0.730 -2.555
H 3.279 -0.482 -1.364
H 2.509 -2.184 -1.291
O 0.316 4.163 1.842
*
```

Model ii:
Computed, not measured: a 2-piece molecular cluster, C5H14O overall, with ωB97M-V/def2-TZVPD.

The HOMO energy comes out at -10.2 eV. As for the SMILES: CCCCC.O. As for the HOMO-LUMO gap: 0.3985 Eh.

ORCA input file:
```
! wB97M-V def2-TZVPD RIJCOSX def2/J DEFGRID3
* xyz 0 1
C 0.547 0.232 0.306
C 0.106 1.164 1.418
C 0.255 0.896 2.906
C -1.072 0.086 3.316
C -0.638 -0.898 -0.007
H 0.507 0.814 -0.691
H 1.480 -0.221 0.476
H -0.985 1.505 1.194
H 0.506 2.158 1.105
H 0.455 1.724 3.503
H 1.228 0.291 2.993
H -1.318 -0.487 2.481
H -1.222 -0.672 4.219
H -1.902 0.757 3.451
H -0.630 -1.031 -1.031
H -0.376 -1.707 0.639
H -1.580 -0.423 0.131
H 1.000 -0.319 -6.863
H 1.089 -1.197 -5.730
O 0.820 -1.259 -6.688
*
```

Model iii:
Computed, not measured: a 2-piece molecular cluster, C5H14O overall, with ωB97M-V/def2-TZVPD.

The HOMO energy comes out at -10.2 eV. As for the SMILES: CC(C)O.CC. As for the HOMO-LUMO gap: 0.4108 Eh.

ORCA input file:
```
! wB97M-V def2-TZVPD RIJCOSX def2/J DEFGRID3
* xyz 0 1
C 0.242 1.444 -0.831
C 1.562 1.125 -1.511
C 0.381 1.559 0.688
O -0.341 2.647 -1.350
H -0.490 0.677 -1.081
H 2.278 1.947 -1.423
H 1.380 1.746 1.071
H -0.248 2.376 1.046
H -0.030 0.692 1.195
H 0.337 3.202 -1.745
H 1.363 0.912 -2.559
H 2.031 0.259 -1.043
C -0.674 -1.624 0.944
C -1.457 -2.965 0.929
H 0.382 -1.884 0.863
H -0.941 -1.067 0.054
H -0.842 -1.131 1.894
H -1.657 -3.351 -0.069
H -2.405 -2.858 1.456
H -0.870 -3.706 1.471
*
```

Most stable structure - model iii; separation to the second - 1.318 eV.

Model i:
Computed, not measured: one molecule with the formula C6H10S, with ωB97M-V/def2-TZVPD.

The HOMO energy comes out at -7.4 eV. As for the SMILES: CC1=C(C)SCC1. As for the HOMO-LUMO gap: 0.3073 Eh.

ORCA input file:
```
! wB97M-V def2-TZVPD RIJCOSX def2/J DEFGRID3
* xyz 0 1
C 0.115 -0.404 -0.168
C 0.032 0.610 0.819
C -1.082 -0.407 -1.150
C -1.906 0.785 -0.874
C 1.270 -1.338 -0.328
C 1.097 0.829 1.767
S -1.553 1.366 0.867
H -0.747 -0.331 -2.223
H -1.657 -1.381 -0.990
H -1.503 1.658 -1.447
H -3.016 0.664 -0.966
H 1.946 -0.759 -0.993
H 0.805 -2.181 -0.816
H 1.890 -1.725 0.597
H 0.918 0.413 2.753
H 1.470 1.854 1.842
H 1.920 0.348 1.311
*
```

Model ii:
Computed, not measured: one molecule with the formula C6H10S, with ωB97M-V/def2-TZVPD.

The HOMO energy comes out at -8.2 eV. As for the SMILES: C=C1CC(C)(C)S1. As for the HOMO-LUMO gap: 0.3317 Eh.

ORCA input file:
```
! wB97M-V def2-TZVPD RIJCOSX def2/J DEFGRID3
* xyz 0 1
C -1.627 0.019 -0.136
C -2.905 -0.246 -0.349
C -0.355 -0.928 0.161
C 0.662 0.256 0.127
C 1.507 0.530 1.313
C 1.370 0.201 -1.166
S -0.785 1.572 0.016
H -3.619 0.506 -0.314
H -3.179 -1.209 -0.625
H -0.521 -1.349 1.144
H -0.189 -1.725 -0.548
H 2.015 -0.369 1.750
H 0.772 0.826 2.099
H 2.248 1.322 1.163
H 1.893 1.060 -1.331
H 0.633 0.103 -1.940
H 2.078 -0.571 -1.364
*
```

Most stable structure - model i; separation to the second - 0.430 eV.